Here is a cluster of 15 separate species, C87H209N11O23 in total in a non-equilibrium geometry from OMol25. Energies are from wB97M-V/def2-TZVPD.

The frontier orbital gap is 0.3165 Ha. The molar mass comes out at 1777.7 g mol⁻¹. The value obtained for the lowest unoccupied orbital energy is 0.386 eV.

Structure (ORCA input):
```
! wB97M-V def2-TZVPD RIJCOSX def2/J DEFGRID3
* xyz 0 1
C 3.77 7.61 -3.90
C 2.49 6.90 -3.41
C 2.66 6.58 -1.95
C 2.45 7.80 -1.00
C 1.00 8.30 -1.23
C 0.78 8.77 -2.66
N 1.21 7.61 -3.54
O 1.10 8.08 -4.83
C -0.74 8.96 -2.90
C 1.49 10.12 -3.08
C 2.44 5.58 -4.17
H 3.68 7.74 -4.97
H 4.58 6.92 -3.58
H 3.98 8.53 -3.38
H 1.80 5.95 -1.68
H 3.54 6.00 -1.91
H 3.17 8.62 -1.12
H 2.47 7.31 -0.02
H 0.81 9.09 -0.46
H 0.27 7.48 -0.97
H -0.79 9.49 -3.88
H -1.21 8.01 -2.90
H -1.30 9.58 -2.17
H 1.42 10.22 -4.16
H 1.00 10.93 -2.52
H 2.58 10.07 -2.82
H 1.70 4.83 -3.87
H 3.42 5.09 -3.97
H 2.42 5.86 -5.24
H 0.52 7.42 -5.25
C -6.08 5.16 -2.65
C -5.73 4.27 -1.48
C -4.78 4.98 -0.58
C -5.44 6.20 0.05
C -6.51 5.68 0.94
C -7.62 4.97 0.13
N -6.92 3.91 -0.67
O -7.90 3.20 -1.47
C -8.57 4.26 1.11
C -8.47 5.98 -0.64
C -5.20 2.95 -2.08
H -6.81 4.73 -3.35
H -5.18 5.37 -3.22
H -6.45 6.18 -2.41
H -4.59 4.23 0.21
H -3.88 5.32 -1.17
H -5.84 6.82 -0.68
H -4.73 6.79 0.55
H -7.06 6.51 1.38
H -5.99 4.99 1.67
H -8.03 3.44 1.60
H -9.13 5.03 1.71
H -9.42 3.72 0.53
H -8.95 6.68 -0.01
H -7.98 6.55 -1.40
H -9.31 5.61 -1.18
H -5.89 2.41 -2.65
H -4.90 2.28 -1.29
H -4.27 3.16 -2.58
H -8.06 3.84 -2.24
C -4.49 -5.40 2.37
C -3.16 -4.69 2.63
C -2.86 -4.74 4.17
C -1.37 -4.38 4.54
C -0.42 -5.31 3.85
C -0.62 -5.39 2.37
N -2.14 -5.59 2.06
O -2.28 -5.54 0.63
C -0.16 -4.20 1.59
C 0.09 -6.64 1.93
C -3.09 -3.29 2.09
H -4.94 -5.06 1.41
H -5.16 -5.29 3.18
H -4.24 -6.45 2.31
H -3.59 -4.20 4.76
H -3.12 -5.81 4.47
H -1.28 -4.43 5.59
H -1.18 -3.34 4.22
H -0.62 -6.25 4.30
H 0.59 -5.02 4.11
H -0.56 -4.29 0.58
H -0.56 -3.27 1.93
H 0.93 -4.11 1.54
H 0.08 -6.57 0.86
H 1.13 -6.72 2.21
H -0.39 -7.55 2.26
H -2.91 -3.26 1.02
H -2.22 -2.75 2.38
H -3.92 -2.65 2.46
H -1.91 -6.38 0.40
C -1.40 5.89 2.05
C 0.00 5.66 1.53
C 0.99 5.31 2.68
O -0.02 4.60 0.61
H -2.07 6.16 1.25
H -1.47 6.61 2.90
H -1.79 4.96 2.55
H 0.37 6.49 0.93
H 1.10 6.11 3.43
H 1.99 5.03 2.23
H 0.46 4.49 3.12
H -0.33 3.79 0.95
C -7.78 0.65 1.17
C -6.28 0.62 1.24
C -5.70 0.00 -0.04
O -5.80 1.99 1.33
H -8.14 -0.38 1.02
H -8.03 1.31 0.30
H -8.25 1.13 2.04
H -5.97 0.13 2.21
H -6.04 -1.01 -0.30
H -4.60 0.14 0.05
H -6.09 0.60 -0.86
H -6.19 2.43 0.54
C -2.52 0.66 -5.85
C -2.67 0.41 -4.31
C -1.40 -0.11 -3.72
O -3.09 1.70 -3.73
H -1.69 1.26 -5.99
H -3.32 1.30 -6.27
H -2.36 -0.27 -6.39
H -3.50 -0.21 -4.17
H -1.64 -0.37 -2.61
H -0.57 0.54 -3.81
H -1.30 -1.09 -4.18
H -4.01 1.79 -4.10
C -2.33 4.75 -6.17
C -1.35 4.79 -4.89
C -2.08 5.22 -3.62
O -0.80 3.49 -4.85
H -2.58 5.77 -6.45
H -3.14 4.09 -5.93
H -1.83 4.29 -7.00
H -0.59 5.50 -5.19
H -2.99 4.70 -3.42
H -2.49 6.27 -3.78
H -1.40 5.23 -2.73
H -1.37 3.06 -4.18
C -5.98 -2.73 -3.56
O -4.96 -3.71 -3.18
C -4.09 -3.32 -2.18
C -2.78 -4.08 -2.37
N -2.27 -3.71 -3.70
C -1.16 -4.52 -4.14
C -0.58 -3.90 -5.34
O -1.54 -3.62 -6.36
C -1.00 -3.12 -7.52
H -5.66 -1.66 -3.48
H -6.87 -2.74 -2.90
H -6.23 -2.97 -4.57
H -4.47 -3.57 -1.12
H -3.94 -2.20 -2.21
H -2.96 -5.14 -2.23
H -2.06 -3.74 -1.64
H -3.08 -3.59 -4.36
H -1.50 -5.54 -4.47
H -0.39 -4.57 -3.31
H 0.14 -4.44 -5.88
H -0.21 -2.90 -5.02
H -0.49 -2.11 -7.39
H -1.80 -3.05 -8.20
H -0.30 -3.81 -7.93
C -0.86 -8.03 6.90
O 0.47 -7.63 6.67
C 1.29 -8.81 6.52
C 2.67 -8.42 6.17
N 2.85 -8.11 4.72
C 4.23 -7.92 4.37
C 4.45 -7.36 2.97
O 3.83 -6.08 2.78
C 3.88 -5.69 1.44
H -0.98 -8.48 7.90
H -1.21 -8.71 6.15
H -1.47 -7.17 7.01
H 0.88 -9.36 5.68
H 1.28 -9.41 7.39
H 3.37 -9.27 6.30
H 3.02 -7.61 6.83
H 2.31 -7.24 4.53
H 4.74 -8.89 4.41
H 4.80 -7.24 5.05
H 4.12 -7.98 2.20
H 5.50 -7.11 2.75
H 3.34 -4.80 1.27
H 3.46 -6.44 0.79
H 4.97 -5.48 1.08
C -1.36 4.53 5.66
O -2.41 3.73 5.11
C -3.66 4.30 5.20
C -4.85 3.32 4.93
N -4.63 2.09 5.76
C -5.60 1.02 5.64
C -5.04 -0.24 6.22
O -3.71 -0.39 5.77
C -3.68 -1.05 4.52
H -0.49 3.94 5.57
H -1.54 4.79 6.69
H -1.31 5.53 5.11
H -3.64 5.22 4.52
H -3.84 4.63 6.24
H -5.14 3.07 3.94
H -5.75 3.83 5.27
H -3.69 1.75 5.70
H -5.68 0.86 4.56
H -6.57 1.20 6.15
H -5.61 -1.06 5.83
H -5.01 -0.35 7.30
H -3.99 -0.46 3.68
H -4.24 -2.00 4.58
H -2.64 -1.34 4.42
C 8.74 -9.25 -1.56
O 7.77 -8.30 -2.02
C 7.88 -6.98 -1.55
C 7.26 -6.13 -2.56
N 5.99 -6.62 -3.05
C 4.91 -6.71 -2.11
C 3.56 -6.86 -2.87
O 2.63 -7.32 -1.85
C 1.31 -7.53 -2.29
H 8.78 -9.19 -0.49
H 9.77 -9.05 -1.97
H 8.38 -10.22 -2.00
H 8.94 -6.69 -1.45
H 7.42 -6.96 -0.57
H 7.86 -6.07 -3.47
H 7.16 -5.15 -2.06
H 6.19 -7.57 -3.29
H 4.83 -5.83 -1.50
H 4.93 -7.60 -1.45
H 3.66 -7.61 -3.65
H 3.08 -5.92 -3.28
H 1.34 -8.19 -3.14
H 0.73 -6.56 -2.49
H 0.68 -8.06 -1.52
C 1.99 -0.14 -4.08
O 3.27 -0.25 -4.77
C 3.96 -1.39 -4.31
C 5.27 -1.58 -5.06
N 6.33 -0.57 -5.02
C 6.91 -0.32 -3.66
C 8.35 -0.82 -3.56
O 8.83 -0.73 -2.21
C 9.49 -1.81 -1.66
H 1.24 -0.75 -4.55
H 1.70 0.90 -4.29
H 2.02 -0.26 -3.01
H 3.42 -2.39 -4.46
H 4.10 -1.34 -3.20
H 5.00 -1.86 -6.15
H 5.71 -2.49 -4.71
H 6.00 0.32 -5.40
H 6.34 -0.76 -2.84
H 6.95 0.71 -3.35
H 8.89 -0.26 -4.25
H 8.34 -1.86 -3.97
H 10.54 -1.67 -2.05
H 9.05 -2.72 -2.04
H 9.44 -1.72 -0.56
C -2.66 2.41 1.76
O -1.30 2.15 1.61
C -0.97 1.44 0.37
C 0.43 0.84 0.63
N 0.80 -0.05 -0.44
C 0.22 -1.41 -0.24
C 0.81 -2.48 -1.14
O 2.21 -2.61 -0.88
C 2.75 -3.66 -1.68
H -2.81 2.56 2.83
H -3.29 1.49 1.49
H -2.93 3.32 1.20
H -0.99 2.17 -0.46
H -1.57 0.58 0.18
H 0.44 0.48 1.67
H 1.18 1.67 0.72
H 1.84 -0.02 -0.50
H -0.79 -1.40 -0.68
H 0.22 -1.68 0.82
H 0.72 -2.18 -2.15
H 0.34 -3.44 -0.84
H 3.89 -3.58 -1.70
H 2.44 -3.63 -2.75
H 2.40 -4.64 -1.30
C 0.47 -0.43 10.19
O 0.33 0.57 9.25
C -0.92 0.76 8.63
C -0.84 1.87 7.61
N -0.05 1.58 6.43
C -0.72 0.79 5.40
C 0.22 0.21 4.42
O 0.99 -0.87 4.99
C 2.15 -1.02 4.27
H 0.13 -1.40 9.74
H -0.02 -0.13 11.10
H 1.56 -0.42 10.34
H -1.65 1.10 9.37
H -1.28 -0.15 8.11
H -0.30 2.73 8.07
H -1.90 2.02 7.36
H 0.84 1.13 6.69
H -1.38 1.50 4.90
H -1.36 0.00 5.78
H 0.95 1.01 4.18
H -0.28 -0.21 3.54
H 1.92 -1.46 3.32
H 2.82 -1.69 4.84
H 2.67 -0.10 4.14
C 9.80 2.92 -2.16
O 8.47 2.66 -2.63
C 7.71 3.90 -2.69
C 6.33 3.46 -3.13
N 5.62 2.86 -2.04
C 4.23 2.58 -2.47
C 3.42 1.82 -1.44
O 3.80 0.45 -1.22
C 4.39 0.19 0.07
H 10.34 3.53 -2.90
H 10.28 1.92 -1.95
H 9.79 3.52 -1.22
H 8.21 4.51 -3.46
H 7.77 4.28 -1.70
H 6.38 2.99 -4.11
H 5.76 4.43 -3.31
H 6.18 2.06 -1.80
H 4.21 2.09 -3.38
H 3.73 3.52 -2.48
H 2.38 1.76 -1.76
H 3.51 2.32 -0.51
H 4.86 -0.79 -0.16
H 3.59 0.04 0.76
H 5.21 0.88 0.31
*
```

---

Here is a structure of composition C33H44BrN4O2Ti from OMol25. Energies are from wB97M-V/def2-TZVPD.

The frontier orbital gap is 0.1990 Ha. The molar mass comes out at 656.5 g mol⁻¹. The value obtained for the energy relative to the best compared isomer or geometry (same formula, charge and spin) is 0.0 kcal per mole. The value obtained for the lowest unoccupied orbital energy is -10.955 eV.

Structure (ORCA input):
```
! wB97M-V def2-TZVPD RIJCOSX def2/J DEFGRID3
* xyz 3 1
Ti 0.54 0.37 0.07
C 3.17 -0.08 -1.71
N 2.69 0.38 -0.37
C 3.43 -0.39 0.67
C 3.04 1.83 -0.21
C 2.16 2.63 -1.13
N 0.70 2.35 -0.84
C -0.02 2.47 -2.13
C 0.20 3.42 0.09
H 4.15 0.36 -1.89
H 2.49 0.23 -2.50
H 3.25 -1.16 -1.70
H 4.50 -0.29 0.47
H 3.16 -1.44 0.59
H 3.21 0.00 1.66
H 4.09 1.98 -0.48
H 2.92 2.11 0.83
H 2.35 2.37 -2.17
H 2.34 3.70 -1.02
H 0.30 3.39 -2.63
H -1.09 2.52 -1.96
H 0.22 1.62 -2.78
H 0.26 4.37 -0.43
H 0.82 3.45 0.98
H -0.84 3.22 0.35
C -2.41 1.84 2.12
C -3.00 2.13 0.78
C -4.00 3.09 0.67
C -4.62 3.35 -0.54
C -4.26 2.63 -1.67
C -3.27 1.65 -1.61
C -2.98 0.88 -2.87
C -2.64 1.44 -0.38
N -1.62 0.39 -0.33
C -2.06 -0.81 -0.45
C -3.48 -1.23 -0.32
C -1.04 -1.87 -0.83
C -1.53 -3.21 -1.21
N 0.19 -1.49 -0.87
C 1.16 -2.41 -1.46
C 1.87 -3.30 -0.66
C 1.62 -3.47 0.81
C 2.79 -4.13 -1.30
C 2.95 -4.09 -2.67
C 2.19 -3.23 -3.45
C 1.27 -2.37 -2.86
C 0.45 -1.46 -3.72
H -2.44 2.72 2.76
H -1.37 1.53 2.05
H -2.95 1.04 2.64
H -4.30 3.64 1.56
H -5.40 4.10 -0.61
H -4.75 2.82 -2.61
H -2.89 1.55 -3.72
H -3.80 0.19 -3.10
H -2.05 0.29 -2.83
H -4.10 -0.44 0.10
H -3.53 -2.12 0.30
H -3.90 -1.51 -1.30
H -2.36 -3.12 -1.92
H -1.94 -3.70 -0.33
H -0.75 -3.84 -1.63
H 1.21 -2.59 1.30
H 2.54 -3.75 1.33
H 0.92 -4.29 0.98
H 3.36 -4.83 -0.71
H 3.67 -4.75 -3.15
H 2.30 -3.22 -4.52
H 1.03 -1.10 -4.57
H 0.06 -0.58 -3.19
H -0.41 -1.98 -4.14
Br -1.05 -2.48 6.70
C -0.19 -1.05 5.85
C 0.45 -0.07 6.62
C 1.10 1.00 6.01
C 1.12 1.11 4.64
C 0.48 0.12 3.87
C -0.18 -0.97 4.48
C 0.50 0.21 2.46
O 1.08 1.17 1.78
O -0.03 -0.64 1.64
H 0.43 -0.15 7.69
H 1.58 1.75 6.63
H 1.62 1.93 4.15
H -0.66 -1.73 3.88
*
```

---

Number 1 is which compound?
C87H209N11O23

---

The highest lowest unoccupied orbital energy belongs to which entry?
C87H209N11O23

---

Look up the frontier orbital gap of the second one.
0.1990 Ha